C19H42MoNO2P3Se | ωB97M-V with the def2-TZVPD basis set

Summary:
Net charge: +4
E_LUMO (spin up / spin down), eV: -15.29 / -15.89
Spin multiplicity: 3
Energy relative to the best compared isomer or geometry (same formula, charge and spin), kJ/mol: 98.4
DFT total energy, eV: -120992.34874
Gap between HOMO and LUMO (spin up / spin down), eV: 4.113 / 3.327

Positions of all 69 atoms, in Å:
Mo (0.06, 0.94, -0.27)
P (0.26, 2.25, 1.80)
P (-2.11, 0.14, 0.01)
P (2.01, -0.26, -0.11)
H (-1.78, -2.92, -5.67)
C (-1.00, -3.52, -5.19)
C (-0.75, -3.55, -3.84)
H (-1.42, -3.07, -3.11)
C (0.54, 3.99, 1.30)
C (-1.13, 2.35, 2.99)
C (1.68, 2.08, 2.94)
C (-2.97, -0.91, -1.20)
C (-2.75, -0.60, 1.54)
C (-3.10, 1.68, -0.15)
C (2.38, -1.62, -1.26)
C (2.60, -0.96, 1.47)
C (3.46, 0.82, -0.50)
H (-0.53, -4.21, -5.94)
H (0.08, -4.15, -3.45)
H (0.57, 4.63, 2.20)
H (-0.24, 4.36, 0.62)
H (1.51, 4.09, 0.80)
H (-0.89, 3.17, 3.70)
H (-1.21, 1.41, 3.56)
H (-2.08, 2.58, 2.49)
H (1.63, 2.89, 3.68)
H (2.63, 2.15, 2.39)
H (1.59, 1.11, 3.45)
H (-4.05, -0.69, -1.11)
H (-2.77, -1.96, -0.96)
H (-2.64, -0.70, -2.23)
H (-3.35, 0.11, 2.13)
H (-1.95, -0.99, 2.17)
H (-3.39, -1.43, 1.23)
H (-4.14, 1.36, -0.31)
H (-2.78, 2.28, -1.01)
H (-3.05, 2.32, 0.75)
H (3.47, -1.79, -1.24)
H (2.09, -1.37, -2.28)
H (1.86, -2.53, -0.96)
H (2.78, -2.04, 1.37)
H (1.89, -0.83, 2.29)
H (3.56, -0.47, 1.72)
H (4.25, 0.18, -0.96)
H (3.84, 1.28, 0.42)
H (3.16, 1.61, -1.21)
C (0.28, 1.56, -3.77)
C (0.03, 0.19, -3.91)
C (0.69, -0.51, -4.94)
C (1.30, 0.19, -5.98)
C (1.38, 1.59, -5.91)
C (0.93, 2.28, -4.79)
Se (-0.17, 2.54, -2.10)
H (-0.63, -0.21, -1.29)
H (-0.65, -0.32, -3.21)
H (0.69, -1.60, -4.94)
H (1.69, -0.36, -6.85)
H (1.81, 2.12, -6.76)
H (1.07, 3.36, -4.72)
N (-1.01, -2.38, 6.47)
C (-0.32, -2.50, 5.15)
C (-0.41, -1.07, 4.59)
O (-1.10, -0.25, 5.29)
O (0.18, -0.87, 3.51)
H (-1.26, -1.33, 6.48)
H (-0.37, -2.63, 7.21)
H (-1.85, -2.96, 6.56)
H (0.70, -2.81, 5.33)
H (-0.83, -3.23, 4.50)


C19H42N6O3 | ωB97M-V with the def2-TZVPD basis set

Summary:
Net charge: 0
E_LUMO, eV: -1.05
Energy relative to the best compared isomer or geometry (same formula, charge and spin), kJ/mol: 294.9
DFT total energy, eV: -35464.25410
Gap between HOMO and LUMO, eV: 6.833

Positions of all 70 atoms, in Å:
N (1.31, 2.81, 2.27)
C (0.21, 3.20, 1.30)
C (-0.48, 1.85, 0.80)
C (-1.59, 1.19, 1.44)
C (-2.38, 1.67, 2.76)
C (-3.75, 2.38, 2.21)
N (-4.85, 1.42, 1.94)
N (-4.26, 3.46, 3.14)
N (-3.44, 3.06, 0.90)
C (-1.88, -0.12, 0.54)
O (-2.73, -0.99, 0.91)
O (-1.03, -0.15, -0.65)
C (-0.12, 0.96, -0.50)
O (0.83, 1.29, -1.25)
H (0.84, 2.66, 3.19)
H (1.65, 1.87, 1.97)
H (0.64, 3.78, 0.40)
H (-0.52, 3.85, 1.91)
H (-2.66, 0.80, 3.43)
H (-1.77, 2.44, 3.37)
H (-4.63, 0.75, 1.19)
H (-5.21, 0.97, 2.79)
H (-3.51, 4.19, 3.17)
H (-4.21, 3.02, 4.08)
H (-3.64, 4.07, 1.02)
H (-4.13, 2.70, 0.22)
C (4.20, 1.89, -1.63)
C (5.55, 2.36, -1.10)
N (5.46, 3.15, 0.12)
C (6.69, 3.85, 0.46)
C (7.92, 3.00, 0.80)
C (4.77, 2.52, 1.24)
C (5.31, 1.18, 1.75)
H (3.51, 2.73, -1.76)
H (4.33, 1.41, -2.60)
H (3.74, 1.15, -0.97)
H (6.00, 2.98, -1.89)
H (6.21, 1.49, -0.97)
H (6.50, 4.54, 1.29)
H (6.95, 4.50, -0.39)
H (7.84, 2.55, 1.79)
H (8.81, 3.64, 0.81)
H (8.10, 2.22, 0.06)
H (3.72, 2.38, 0.96)
H (4.73, 3.22, 2.08)
H (5.52, 0.48, 0.94)
H (4.56, 0.71, 2.39)
H (6.21, 1.31, 2.35)
C (-2.95, -6.14, -0.11)
C (-3.20, -6.07, -1.61)
N (-4.17, -5.04, -1.99)
C (-4.64, -5.17, -3.37)
C (-3.61, -4.97, -4.48)
C (-3.88, -3.68, -1.55)
C (-2.55, -3.06, -1.98)
H (-3.88, -6.27, 0.44)
H (-2.31, -7.00, 0.11)
H (-2.44, -5.25, 0.26)
H (-3.58, -7.05, -1.92)
H (-2.24, -5.93, -2.13)
H (-5.47, -4.48, -3.53)
H (-5.08, -6.17, -3.49)
H (-3.34, -3.92, -4.61)
H (-4.04, -5.30, -5.44)
H (-2.70, -5.55, -4.32)
H (-3.92, -3.66, -0.45)
H (-4.69, -3.02, -1.86)
H (-1.71, -3.74, -1.84)
H (-2.35, -2.17, -1.38)
H (-2.58, -2.74, -3.02)


C19H42NO2P3PdS | ωB97M-V with the def2-TZVPD basis set

Summary:
Net charge: +4
E_LUMO (spin up / spin down), eV: -11.75 / -15.25
Spin multiplicity: 5
Energy relative to the best compared isomer or geometry (same formula, charge and spin), kJ/mol: 180.0
DFT total energy, eV: -68106.01657
Gap between HOMO and LUMO (spin up / spin down), eV: 6.836 / 5.175

Positions of all 69 atoms, in Å:
Pd (-0.30, 1.44, -0.55)
P (-2.10, 2.33, 0.50)
P (0.46, 0.59, 1.67)
P (-1.95, -4.43, -0.52)
H (0.63, -0.39, -3.75)
C (-0.43, -0.18, -3.54)
C (-0.91, 0.95, -2.95)
H (-0.48, 1.97, -2.96)
C (-1.84, 4.11, 0.34)
C (-2.63, 2.14, 2.25)
C (-3.50, 1.76, -0.51)
C (2.11, -0.21, 1.77)
C (0.71, 1.85, 3.00)
C (-0.61, -0.69, 2.43)
C (-2.73, -5.74, -1.47)
C (-3.22, -3.50, 0.34)
C (-0.89, -5.16, 0.73)
H (-1.12, -0.92, -4.02)
H (-2.06, 0.85, -2.91)
H (-2.14, 4.36, -0.68)
H (-0.77, 4.32, 0.49)
H (-2.46, 4.65, 1.07)
H (-1.78, 2.24, 2.94)
H (-3.13, 1.18, 2.38)
H (-3.36, 2.95, 2.47)
H (-3.25, 1.85, -1.58)
H (-4.38, 2.35, -0.25)
H (-3.67, 0.69, -0.28)
H (2.48, -0.14, 2.82)
H (2.81, 0.26, 1.08)
H (1.99, -1.27, 1.50)
H (0.28, 1.50, 3.95)
H (0.31, 2.83, 2.73)
H (1.80, 1.96, 3.12)
H (-0.21, -0.96, 3.42)
H (-0.60, -1.58, 1.79)
H (-1.63, -0.32, 2.54)
H (-3.24, -6.49, -0.86)
H (-1.96, -6.22, -2.07)
H (-3.46, -5.26, -2.14)
H (-3.91, -4.27, 0.74)
H (-3.77, -2.83, -0.35)
H (-2.82, -2.90, 1.17)
H (-1.33, -6.19, 0.83)
H (-0.93, -4.67, 1.72)
H (0.17, -5.24, 0.42)
C (1.17, -2.28, -1.93)
C (2.28, -3.07, -1.61)
C (3.49, -2.42, -1.42)
C (3.61, -1.03, -1.50)
C (2.47, -0.25, -1.74)
C (1.27, -0.90, -1.68)
S (-0.14, -3.08, -2.70)
H (-0.96, -3.42, -1.55)
H (2.09, -4.12, -1.52)
H (4.36, -3.03, -1.24)
H (4.58, -0.53, -1.45)
H (2.55, 0.85, -1.99)
H (0.32, -0.30, -1.45)
N (3.83, 5.30, 0.68)
C (3.67, 4.01, -0.05)
C (2.19, 3.61, 0.16)
O (1.51, 4.39, 0.90)
O (1.79, 2.57, -0.47)
H (4.65, 5.28, 1.29)
H (2.89, 5.40, 1.18)
H (3.93, 6.08, 0.02)
H (3.96, 4.14, -1.09)
H (4.34, 3.26, 0.35)


C19H43Cl2F3O3P2PbS | ωB97M-V with the def2-TZVPD basis set

Summary:
Net charge: 0
E_LUMO (spin up / spin down), eV: -2.57 / -2.06
Energy relative to the best compared isomer or geometry (same formula, charge and spin), kJ/mol: 262.5
DFT total energy, eV: -94398.17827
Gap between HOMO and LUMO (spin up / spin down), eV: 4.050 / 4.780

Positions of all 74 atoms, in Å:
Pb (-0.94, -0.58, 1.90)
Cl (-0.48, 0.14, -1.31)
P (-2.83, -0.64, -0.72)
C (-3.27, -1.61, -2.30)
C (-3.89, -1.59, 0.69)
C (-3.70, 1.03, -0.94)
C (-2.13, -2.59, -2.59)
H (-3.29, -0.88, -3.13)
C (-4.61, -2.35, -2.28)
H (-4.63, -3.16, -1.55)
H (-4.83, -2.79, -3.27)
H (-5.44, -1.68, -2.06)
H (-1.18, -2.06, -2.71)
H (-2.30, -3.14, -3.53)
H (-1.99, -3.34, -1.80)
H (-3.18, 1.41, -1.84)
C (-3.39, 2.06, 0.18)
C (-5.21, 0.93, -1.23)
H (-5.40, 0.48, -2.22)
H (-5.66, 1.94, -1.23)
H (-5.71, 0.34, -0.45)
H (-2.52, 1.75, 0.79)
H (-4.26, 2.24, 0.84)
H (-3.13, 3.03, -0.28)
C (-3.18, -2.95, 0.89)
H (-4.93, -1.78, 0.31)
C (-4.02, -0.81, 2.02)
H (-3.26, -3.60, 0.01)
H (-3.63, -3.49, 1.75)
H (-2.10, -2.87, 1.11)
H (-3.09, -0.60, 2.62)
H (-4.59, -1.40, 2.75)
H (-4.49, 0.17, 1.88)
Cl (0.79, -2.20, 2.88)
H (-0.08, -1.20, 0.10)
P (3.14, 0.25, -0.61)
C (3.29, 1.91, -1.40)
C (4.13, 0.21, 1.03)
C (3.49, -1.15, -1.71)
C (2.06, 2.75, -0.98)
H (3.24, 1.68, -2.48)
C (4.66, 2.54, -1.12)
H (4.73, 2.91, -0.09)
H (4.78, 3.42, -1.76)
H (5.52, 1.89, -1.36)
H (1.17, 2.28, -1.43)
H (2.17, 3.78, -1.36)
H (1.92, 2.74, 0.12)
H (2.87, -0.89, -2.58)
C (3.00, -2.49, -1.17)
C (4.95, -1.08, -2.14)
H (5.17, -0.22, -2.78)
H (5.21, -1.94, -2.76)
H (5.65, -1.11, -1.29)
H (2.24, -2.36, -0.38)
H (3.83, -3.11, -0.79)
H (2.53, -3.05, -1.98)
C (3.54, 1.22, 2.02)
H (5.16, 0.51, 0.85)
C (4.16, -1.18, 1.66)
H (3.59, 2.27, 1.67)
H (4.03, 1.17, 3.01)
H (2.49, 0.97, 2.16)
H (3.12, -1.44, 1.91)
H (4.71, -1.16, 2.62)
H (4.61, -1.96, 1.04)
F (0.00, 3.78, 4.91)
C (0.70, 3.07, 4.02)
F (1.74, 3.80, 3.56)
F (1.18, 1.99, 4.67)
S (-0.41, 2.56, 2.64)
O (-1.43, 1.68, 3.22)
O (-0.84, 3.79, 2.05)
O (0.46, 1.73, 1.76)


C19H43EuN2OP3S | ωB97M-V with the def2-TZVPD basis set

Summary:
Net charge: +3
E_LUMO (spin up / spin down), eV: -11.80 / -11.71
Spin multiplicity: 7
DFT total energy, eV: -83424.65081
Gap between HOMO and LUMO (spin up / spin down), eV: 2.088 / 2.170

Positions of all 70 atoms, in Å:
Eu (0.18, 0.28, 1.19)
P (1.94, 1.36, 2.19)
P (-1.58, 1.77, 1.35)
P (0.66, 1.06, -0.93)
H (-0.86, -2.32, 0.64)
C (-0.18, -1.61, 0.17)
C (1.19, -1.55, 0.64)
H (1.49, -2.19, 1.46)
C (2.46, 0.96, 3.92)
C (2.05, 3.21, 2.34)
C (3.58, 1.03, 1.38)
C (-3.23, 1.33, 0.61)
C (-2.20, 2.33, 3.01)
C (-1.45, 3.49, 0.64)
C (1.82, 0.07, -1.99)
C (1.41, 2.72, -1.25)
C (-0.75, 1.12, -2.13)
H (-0.36, -1.57, -0.91)
H (1.99, -1.45, -0.08)
H (2.55, -0.13, 4.04)
H (1.72, 1.33, 4.63)
H (3.43, 1.42, 4.15)
H (1.24, 3.56, 2.98)
H (1.93, 3.67, 1.36)
H (3.01, 3.53, 2.77)
H (3.75, -0.05, 1.39)
H (4.40, 1.54, 1.90)
H (3.56, 1.36, 0.34)
H (-3.97, 2.12, 0.75)
H (-3.59, 0.41, 1.05)
H (-3.10, 1.15, -0.46)
H (-3.01, 3.06, 2.90)
H (-1.37, 2.80, 3.56)
H (-2.57, 1.49, 3.60)
H (-2.36, 4.06, 0.85)
H (-1.30, 3.46, -0.44)
H (-0.59, 4.00, 1.09)
H (1.90, 0.54, -2.98)
H (1.46, -0.95, -2.10)
H (2.81, 0.04, -1.53)
H (1.46, 2.92, -2.33)
H (2.42, 2.75, -0.85)
H (0.83, 3.51, -0.77)
H (-0.41, 1.36, -3.14)
H (-1.48, 1.88, -1.82)
H (-1.25, 0.15, -2.13)
C (-0.44, -2.44, -5.89)
C (-1.61, -2.70, -6.61)
C (-1.85, -3.98, -7.10)
C (-0.93, -5.01, -6.89)
C (0.24, -4.74, -6.18)
C (0.49, -3.47, -5.68)
S (-0.06, -0.84, -5.22)
H (-1.18, -0.23, -5.66)
H (-2.34, -1.91, -6.78)
H (-2.77, -4.17, -7.66)
H (-1.12, -6.00, -7.28)
H (0.96, -5.53, -6.01)
H (1.40, -3.27, -5.12)
C (-2.53, -1.16, 5.09)
N (-1.17, -1.66, 5.07)
C (-0.28, -1.39, 4.07)
N (0.93, -2.00, 4.12)
O (-0.59, -0.61, 3.17)
H (-2.78, -0.57, 4.19)
H (-2.68, -0.53, 6.00)
H (-3.23, -2.02, 5.13)
H (-0.89, -2.29, 5.84)
H (1.65, -1.85, 3.42)
H (1.16, -2.65, 4.88)


C19H43N2O2P3Sm | ωB97M-V with the def2-TZVPD basis set

Summary:
Net charge: +3
E_LUMO (spin up / spin down), eV: -10.66 / -10.44
Spin multiplicity: 6
Energy relative to the best compared isomer or geometry (same formula, charge and spin), kJ/mol: 0.0
DFT total energy, eV: -73222.15136
Gap between HOMO and LUMO (spin up / spin down), eV: 5.121 / 5.341

Positions of all 70 atoms, in Å:
Sm (-0.76, -0.31, -0.86)
P (1.42, 0.77, 0.92)
P (-1.30, 2.47, -1.66)
P (1.96, -0.60, -2.10)
H (-1.90, -2.67, -0.56)
C (-0.80, -2.76, -0.56)
C (0.02, -2.37, 0.50)
H (-0.38, -2.12, 1.50)
C (1.14, 1.22, 2.68)
C (2.17, 2.36, 0.39)
C (2.94, -0.24, 1.20)
C (-2.74, 2.24, -2.80)
C (-1.90, 3.79, -0.56)
C (-0.17, 3.50, -2.67)
C (2.90, -2.15, -1.85)
C (3.25, 0.63, -2.58)
C (1.28, -0.89, -3.78)
H (-0.45, -3.33, -1.43)
H (1.08, -2.60, 0.55)
H (1.02, 0.32, 3.29)
H (0.24, 1.85, 2.77)
H (2.00, 1.78, 3.07)
H (1.41, 3.15, 0.44)
H (2.56, 2.28, -0.63)
H (2.99, 2.60, 1.09)
H (2.65, -1.16, 1.73)
H (3.63, 0.33, 1.84)
H (3.44, -0.51, 0.26)
H (-3.16, 3.21, -3.12)
H (-3.53, 1.67, -2.28)
H (-2.41, 1.66, -3.66)
H (-2.48, 4.51, -1.16)
H (-1.06, 4.30, -0.09)
H (-2.53, 3.39, 0.24)
H (-0.70, 4.40, -3.04)
H (0.25, 2.93, -3.50)
H (0.68, 3.79, -2.02)
H (3.28, -2.55, -2.80)
H (2.26, -2.91, -1.38)
H (3.76, -1.97, -1.18)
H (3.72, 0.35, -3.54)
H (4.03, 0.71, -1.81)
H (2.79, 1.62, -2.72)
H (2.12, -1.19, -4.41)
H (0.83, 0.03, -4.18)
H (0.52, -1.68, -3.78)
C (-2.14, -1.91, -4.80)
C (-3.25, -1.36, -5.47)
C (-3.66, -1.92, -6.69)
C (-2.89, -2.94, -7.29)
C (-1.70, -3.35, -6.69)
C (-1.33, -2.85, -5.42)
O (-1.87, -1.60, -3.45)
H (-2.62, -1.03, -3.16)
H (-3.82, -0.54, -5.03)
H (-4.58, -1.60, -7.17)
H (-3.23, -3.43, -8.21)
H (-1.06, -4.08, -7.20)
H (-0.42, -3.21, -4.92)
C (-1.81, -0.18, 3.84)
N (-2.95, 0.23, 3.03)
C (-3.04, 0.31, 1.70)
N (-4.22, 0.74, 1.21)
O (-2.09, 0.01, 0.86)
H (-0.99, -0.49, 3.20)
H (-2.11, -1.00, 4.50)
H (-1.48, 0.65, 4.49)
H (-3.81, 0.49, 3.50)
H (-4.39, 0.71, 0.21)
H (-4.96, 0.99, 1.86)